Formula: C48H52As2Cl2CrN3O4P
Source: OMol25
Level of theory: ωB97M-V/def2-TZVPD

Computed properties:
**Gap between HOMO and LUMO (spin up / spin down)**: 7.7 / 7.6 eV
**LUMO level (spin up / spin down)**: 0.0160 / 0.0079 Ha
**Charge**: 0
**2S+1**: 5
**Expectation value of S²**: 6.039

```
113
Properties=species:S:1:pos:R:3:lowdin_charge:R:1
Cr -0.41724 0.10850 0.24667 0.391
C 3.08126 1.82225 -1.04699 -0.295
As 2.24898 0.88518 0.47646 1.163
C 3.72910 -0.39360 0.71307 -0.294
C 2.78737 2.13019 1.91123 -0.402
C 3.75894 1.77220 2.84367 -0.131
C 4.09559 2.61596 3.89277 -0.093
C 3.44364 3.83050 4.03794 -0.086
C 2.48291 4.20056 3.10979 -0.114
C 2.16261 3.37677 2.03474 -0.429
As 0.91640 3.94786 0.63924 1.186
C 1.87005 5.62823 0.20286 -0.315
C -0.45598 4.75081 1.79838 -0.289
H 3.59322 2.71536 -0.69332 0.022
H 2.31173 2.11174 -1.76013 -0.002
H 3.80325 1.17264 -1.54268 0.024
H 4.66959 0.15329 0.66769 0.038
H 3.70645 -1.12281 -0.09346 0.009
H 3.66205 -0.93812 1.65440 0.022
H 4.26169 0.81755 2.77105 0.079
H 4.86412 2.32238 4.59770 0.103
H 3.69544 4.49060 4.85925 0.102
H 1.98315 5.15717 3.21640 0.095
H 2.13006 6.19713 1.09589 0.013
H 1.21902 6.23901 -0.42503 0.018
H 2.77891 5.41166 -0.35965 0.012
H -0.21215 5.78371 2.04551 0.021
H -0.53318 4.16557 2.71510 0.019
H -1.42265 4.71575 1.29722 0.016
O -3.12466 -0.40645 -0.59846 -0.013
C -2.15245 -0.91835 -0.06061 -0.353
C -2.28916 -2.34658 0.39457 -0.225
C -3.49675 -2.95385 0.72183 -0.022
C -3.51703 -4.29973 1.04590 -0.067
C -2.33980 -5.04412 1.03854 -0.071
C -1.13343 -4.44537 0.70759 -0.074
C -1.11307 -3.09195 0.38817 -0.314
P 0.34908 -2.09095 -0.04155 1.034
C 1.66493 -3.07873 0.77573 -0.353
C 1.62199 -3.13794 2.17001 -0.118
C 2.59526 -3.82110 2.87922 -0.076
C 3.63074 -4.45161 2.20011 -0.082
C 3.67693 -4.40405 0.81540 -0.074
C 2.69943 -3.72026 0.10284 -0.086
C 0.67723 -2.43643 -1.80575 -0.341
C 1.67206 -1.69115 -2.44230 -0.104
C 1.98946 -1.92832 -3.76885 -0.077
C 1.28318 -2.88289 -4.48927 -0.080
C 0.27168 -3.60409 -3.87319 -0.072
C -0.02334 -3.39321 -2.53246 -0.085
H -4.40682 -2.36603 0.70662 0.121
H -4.45087 -4.78643 1.29944 0.105
H -2.36746 -6.09561 1.29624 0.104
H -0.21748 -5.02425 0.69965 0.112
H 0.80286 -2.65256 2.68997 0.101
H 2.55018 -3.87037 3.96035 0.105
H 4.39505 -4.98352 2.75255 0.103
H 4.47575 -4.90542 0.28321 0.106
H 2.73988 -3.69496 -0.97817 0.103
H 2.20544 -0.92745 -1.88724 0.071
H 2.77570 -1.35875 -4.24874 0.107
H 1.51719 -3.05396 -5.53244 0.105
H -0.29192 -4.33665 -4.43681 0.107
H -0.79816 -3.97596 -2.05128 0.088
C -2.55444 1.78683 2.97675 -0.029
N -1.69717 1.25737 4.03387 -0.114
C -2.38757 0.94894 5.27413 -0.053
C -0.47736 0.77946 3.70500 -0.470
O -0.09436 0.70093 2.52532 -0.071
N 0.33565 0.37001 4.74456 -0.127
C 1.47550 -0.47803 4.44509 -0.044
C 0.46065 1.14490 5.97074 -0.056
H -3.22365 1.01053 2.59314 0.107
H -1.96322 2.15693 2.15228 0.045
H -3.15670 2.60455 3.37159 0.101
H -3.39614 0.61201 5.02981 0.092
H -2.47492 1.82996 5.91450 0.091
H -1.89060 0.15447 5.82312 0.082
H 1.41033 -0.82410 3.41916 0.053
H 1.48199 -1.33908 5.12009 0.094
H 2.41339 0.06644 4.56282 0.076
H -0.10937 2.06832 5.90039 0.089
H 1.51086 1.40879 6.11561 0.085
H 0.12353 0.58701 6.84832 0.086
Cl -3.46658 -2.85500 -3.08718 0.760
C -3.55301 -2.13573 -4.65960 -0.575
C -3.92894 -2.93706 -5.72094 -0.123
C -4.04336 -2.39723 -6.98906 -0.095
C -3.84463 -1.03971 -7.16227 -0.124
C -3.48413 -0.24037 -6.09144 -0.582
Cl -3.46657 1.47193 -6.36616 0.733
C -3.24518 -0.77084 -4.80364 -0.289
N -2.83421 -0.00231 -3.72557 0.083
C -1.75491 0.91593 -3.75839 -0.220
C -0.69135 0.71065 -4.63735 -0.050
C 0.34447 1.62105 -4.73343 -0.095
C 0.33548 2.76003 -3.94289 -0.102
C -0.70705 2.95493 -3.05368 -0.042
C -1.75780 2.05064 -2.93455 -0.154
C -2.86627 2.36873 -1.97465 -0.045
C -2.53278 2.31788 -0.46629 -0.626
O -3.32872 2.87613 0.28103 0.022
O -1.44591 1.75449 -0.06323 -0.231
H -4.12023 -3.98654 -5.54120 0.101
H -4.31709 -3.02249 -7.82794 0.103
H -4.00376 -0.57768 -8.12725 0.101
H -3.08295 -0.33121 -2.80207 0.078
H -0.69417 -0.17139 -5.26490 0.113
H 1.15081 1.45003 -5.43682 0.100
H 1.12935 3.49355 -4.02147 0.099
H -0.73378 3.84999 -2.44336 0.110
H -3.73823 1.73729 -2.13322 0.116
H -3.19081 3.39910 -2.12531 0.125
```

Formula: C48H52AsBrN2O6ScSi
Source: OMol25
Level of theory: ωB97M-V/def2-TZVPD

Computed properties:
**Gap between HOMO and LUMO**: 7.1 eV
**LUMO level**: 0.0738 Ha
**Energy above the lowest of the compared OMol25 structures with the same formula, charge and spin**: 146.7 kJ/mol
**Charge**: -1

```
112
Properties=species:S:1:pos:R:3:lowdin_charge:R:1
Sc -0.86498 0.23152 -0.72073 0.925
Br -1.39575 5.36771 -6.60203 0.664
C -1.59042 4.19610 -5.11398 -0.710
C -2.23720 4.64780 -3.95776 -0.133
C -2.39736 3.80731 -2.88775 0.001
C -1.89871 2.46793 -2.88352 -0.346
O -2.09531 1.69371 -1.89373 -0.146
C -1.23557 2.05057 -4.07769 -0.126
C -0.80828 0.68678 -4.23710 -0.065
N -0.63605 -0.15431 -3.28469 0.091
C -0.35652 -1.48202 -3.65502 -0.202
C 0.31299 -1.87076 -4.78788 -0.029
C 0.44658 -3.23539 -5.11934 -0.078
C -0.07950 -4.20715 -4.31985 -0.049
C -0.72941 -3.84773 -3.11408 -0.160
C -1.26880 -4.79075 -2.20979 -0.011
C -1.84728 -4.35827 -1.05352 -0.045
C -1.86075 -2.97560 -0.77088 -0.130
N -1.37468 -2.07746 -1.58828 0.082
C -0.83609 -2.48658 -2.76389 -0.154
C -1.11594 2.91342 -5.17664 -0.102
H -2.61246 5.66235 -3.91445 0.096
H -2.90298 4.15592 -1.99615 0.092
H -0.67627 0.36364 -5.27567 0.123
H 0.76390 -1.12568 -5.43023 0.110
H 0.98296 -3.50549 -6.02025 0.102
H 0.01266 -5.25513 -4.57833 0.108
H -1.20726 -5.84681 -2.44708 0.114
H -2.26036 -5.05235 -0.33379 0.103
H -2.24322 -2.59327 0.16765 0.099
H -0.63528 2.55426 -6.07967 0.104
C -4.95531 1.80045 -0.50642 -0.180
As -4.12268 0.40567 0.51696 1.036
C -5.49616 -0.88485 0.90865 -0.205
C -3.52062 1.04776 2.21052 -0.181
O -2.95505 -0.35545 -0.36735 -0.555
H -5.95724 2.01677 -0.13675 0.038
H -4.98364 1.45214 -1.53719 0.048
H -4.32740 2.68505 -0.46065 0.002
H -6.28476 -0.44129 1.51561 0.034
H -5.02884 -1.70463 1.45194 0.037
H -5.91024 -1.25769 -0.02658 0.037
H -4.31482 1.58854 2.72552 0.048
H -2.66359 1.69083 2.03470 0.018
H -3.17763 0.18291 2.77568 0.032
C 2.90390 -3.00985 -2.23713 -0.088
C 3.49025 -1.65469 -1.83937 -0.587
C 3.40842 -0.68072 -3.01993 -0.088
C 4.95904 -1.87484 -1.47341 -0.101
Si 2.45022 -0.91033 -0.40965 0.509
O 1.00172 -0.46790 -0.96753 -0.362
C 3.45177 0.52701 0.28579 -0.192
C 4.70260 0.39606 0.90617 -0.122
C 5.40421 1.49998 1.36531 -0.104
C 4.86958 2.77433 1.21466 -0.103
C 3.63646 2.93005 0.60347 -0.077
C 2.94387 1.81571 0.14151 -0.072
C 2.32493 -2.29934 0.87807 -0.191
C 1.25328 -3.18637 0.75383 -0.094
C 1.12799 -4.30694 1.56051 -0.087
C 2.08372 -4.57235 2.53238 -0.124
C 3.15110 -3.70094 2.68863 -0.110
C 3.26575 -2.58218 1.87018 -0.102
H 3.39087 -3.38759 -3.14645 0.083
H 1.83709 -2.94390 -2.43326 0.055
H 3.05168 -3.74968 -1.44607 0.079
H 3.93029 -1.09304 -3.89436 0.079
H 3.87185 0.27823 -2.77232 0.081
H 2.37038 -0.48360 -3.29838 0.057
H 5.47736 -2.37562 -2.30185 0.078
H 5.06416 -2.51172 -0.58930 0.073
H 5.47662 -0.93342 -1.28314 0.067
H 5.15597 -0.57982 1.02721 0.075
H 6.36868 1.36640 1.84263 0.091
H 5.41334 3.63849 1.57916 0.091
H 3.18144 3.90503 0.49725 0.094
H 1.97794 1.96772 -0.31717 0.082
H 0.50071 -2.97534 0.00925 0.073
H 0.27960 -4.97031 1.43481 0.094
H 1.99138 -5.44379 3.16998 0.095
H 3.89532 -3.88571 3.45477 0.097
H 4.09969 -1.91232 2.03587 0.079
C 0.40230 -2.07723 4.41324 -0.049
C 0.20573 -0.63114 3.94262 -0.617
C -0.73255 0.10537 4.90888 -0.064
C 1.56565 0.08396 3.90835 -0.036
C -0.36087 -0.61658 2.58316 -0.143
C -0.71302 -0.54852 1.41637 -0.049
H 0.84245 -2.09624 5.41558 0.081
H 1.06464 -2.61081 3.72885 0.048
H -0.55307 -2.60589 4.44106 0.082
H -0.30228 0.13354 5.91524 0.076
H -1.70151 -0.39699 4.96467 0.075
H -0.89682 1.12908 4.56606 0.065
H 2.01549 0.09687 4.90746 0.080
H 1.44994 1.10934 3.55531 0.082
H 2.24537 -0.42832 3.22509 0.067
O -0.11632 3.60181 3.60410 0.071
C -1.30994 3.94424 3.04758 -0.267
C -2.35341 4.45581 3.81391 -0.029
C -3.56067 4.79577 3.22080 -0.105
C -3.73688 4.61966 1.85614 -0.102
C -2.69849 4.08231 1.10789 -0.048
C -1.48355 3.73705 1.68086 -0.077
C -0.38571 3.16636 0.79959 -0.559
O 0.63197 3.82486 0.65845 0.072
O -0.71011 2.07497 0.21826 -0.113
H -0.17179 3.69878 4.56005 0.104
H -2.21213 4.59058 4.88180 0.109
H -4.35892 5.20202 3.82973 0.095
H -4.67242 4.89075 1.38266 0.097
H -2.81101 3.90147 0.04562 0.085
```